1.
Computed, not measured: 4 unconnected molecules or ions with the total composition C2H13NO4, with the ωB97M-V functional and the def2-TZVPD basis.

```
20
Properties=species:S:1:pos:R:3:forces:R:3
C -1.418 -0.936 -0.012 -1.1 -0.2 -1.1
N -1.111 -2.254 0.501 0.4 0.4 0.8
C -0.379 -2.314 1.783 -0.8 0.7 -1.3
O 0.998 -2.060 1.734 0.7 -0.7 -0.2
H -2.052 -0.368 0.671 0.6 0.2 0.4
H -2.120 -1.061 -0.856 0.3 -0.1 0.0
H -0.561 -0.399 -0.418 0.1 0.4 0.4
H -0.549 -2.725 -0.189 0.1 -0.5 -0.2
H -0.813 -1.563 2.452 -0.5 -0.4 0.1
H -0.563 -3.344 2.070 0.5 0.0 0.8
H 1.218 -1.271 1.219 -0.4 0.1 0.2
H -0.943 4.102 -0.719 -0.4 0.1 -0.1
H 0.037 3.374 -1.652 -0.1 0.0 -0.6
O -0.056 3.758 -0.784 0.5 -0.2 0.7
H 0.843 1.410 0.638 -0.9 0.1 0.2
H 2.220 1.039 0.444 -0.1 -0.8 0.2
O 1.368 0.606 0.643 1.0 1.0 -0.4
H 0.156 1.417 -2.250 0.1 0.0 0.4
H 0.067 1.069 -3.675 -0.1 -0.4 -0.8
O 0.287 1.805 -3.118 0.1 0.3 0.5
```
Positions in Å, forces in eV/Å.

structure (SMILES)	CNCO.O.O.O
energy above the lowest of the compared OMol25 structures with the same formula, charge and spin	25.8	kcal per mole
net charge	0
HOMO-LUMO gap	9.2	eV
total energy	-439.6817	a.u.

=====

2.
Computed, not measured: 4 unconnected molecules or ions with the total composition C2H13NO4, with the ωB97M-V functional and the def2-TZVPD basis.

```
20
Properties=species:S:1:pos:R:3:forces:R:3
C 0.107 -0.739 1.195 -0.4 -0.6 -0.7
O -0.320 -2.030 0.735 -0.3 0.2 0.0
C 1.440 -0.393 0.598 0.8 1.0 0.3
N 2.406 -1.472 0.848 -0.4 0.1 -0.4
H 0.085 -0.756 2.288 0.2 0.1 0.0
H -0.635 -0.017 0.834 0.1 0.1 0.3
H 0.404 -2.459 0.262 0.1 0.1 0.2
H 1.821 0.573 0.965 -0.4 -0.1 0.4
H 1.329 -0.154 -0.464 0.0 -0.7 -0.2
H 2.383 -1.722 1.829 0.1 0.0 0.1
H 3.333 -1.131 0.645 0.2 -0.1 -0.1
H -2.375 1.113 -1.790 -0.1 -0.1 -0.1
H -2.090 2.351 -0.959 -0.1 0.0 0.0
O -1.794 1.880 -1.744 0.1 -0.1 0.1
H -3.166 -1.768 0.185 0.0 -0.1 0.0
H -2.128 -0.825 -0.347 0.0 -0.3 -0.1
O -3.021 -1.141 -0.531 0.1 0.3 0.1
H 0.391 3.395 -1.051 0.3 0.2 0.0
H 0.689 2.293 -1.987 0.2 0.0 -0.1
O 1.144 3.002 -1.511 -0.5 -0.2 0.1
```
Positions in Å, forces in eV/Å.

structure (SMILES)	NCCO.O.O.O
energy above the lowest of the compared OMol25 structures with the same formula, charge and spin	20.0	kcal per mole
net charge	0
HOMO-LUMO gap	10.4	eV
total energy	-439.6909	a.u.

=====

3.
Computed, not measured: 4 unconnected molecules or ions with the total composition C2H13NO4, with the ωB97M-V functional and the def2-TZVPD basis.

```
20
Properties=species:S:1:pos:R:3:forces:R:3
C 0.846 -1.990 0.247 -1.3 -0.2 -0.9
N -0.567 -1.512 0.182 0.7 0.3 0.3
C -0.672 -0.294 -0.573 1.1 0.3 -0.3
O -0.388 -0.413 -1.989 -0.1 0.1 0.4
H 1.454 -1.248 0.753 0.1 -0.2 0.3
H 0.792 -2.974 0.705 0.5 0.1 0.4
H 1.213 -2.138 -0.770 0.3 0.1 0.0
H -1.123 -2.269 -0.172 -0.5 -0.1 -0.2
H 0.163 0.329 -0.249 -0.2 0.1 0.2
H -1.578 0.288 -0.407 -0.3 -0.5 0.0
H -1.086 -0.922 -2.398 -0.3 -0.1 -0.2
H 0.562 1.589 1.669 -0.4 -0.5 0.4
H 0.705 2.473 0.468 0.4 -0.1 0.1
O 1.235 2.027 1.153 0.0 0.6 -0.7
H -0.235 1.718 -2.115 0.0 0.5 0.1
H 0.743 2.869 -2.332 -0.1 0.1 0.1
O -0.101 2.668 -1.912 0.1 -0.7 -0.1
H -0.335 0.192 3.273 0.1 -0.3 0.4
H -0.874 -0.643 2.047 0.3 0.2 0.0
O -0.752 0.251 2.417 -0.3 0.2 -0.3
```
Positions in Å, forces in eV/Å.

structure (SMILES)	CNCO.O.O.O
energy above the lowest of the compared OMol25 structures with the same formula, charge and spin	14.7	kcal per mole
net charge	0
HOMO-LUMO gap	10.4	eV
total energy	-439.6994	a.u.

=====

4.
Computed, not measured: 4 unconnected molecules or ions with the total composition C2H13NO4, with the ωB97M-V functional and the def2-TZVPD basis.

```
20
Properties=species:S:1:pos:R:3:forces:R:3
C -0.571 1.886 -3.651 -0.1 -0.4 0.3
O 0.111 3.128 -3.589 0.2 0.0 -0.2
C -0.872 1.418 -2.230 0.5 0.5 0.0
N 0.302 1.368 -1.353 1.0 0.3 -0.2
H -0.007 1.127 -4.192 0.4 -0.1 0.0
H -1.509 1.970 -4.186 -0.4 0.2 -0.2
H 0.601 3.267 -4.408 -0.2 0.0 0.2
H -1.273 0.416 -2.244 -0.4 -0.3 -0.3
H -1.652 2.072 -1.846 0.1 0.1 0.4
H 1.144 1.359 -1.936 -0.3 -0.6 0.0
H 0.511 2.226 -0.856 -0.8 0.2 0.1
H 2.605 -2.522 5.185 -0.2 -0.1 0.0
H 2.902 -2.338 6.635 -0.2 -0.1 0.1
O 2.319 -2.841 6.051 0.4 0.2 -0.1
H -6.258 -2.736 -0.389 -0.3 0.0 -0.3
H -6.225 -4.229 -0.397 -0.2 -0.2 -0.2
O -6.660 -3.492 -0.842 0.4 0.2 0.4
H 5.136 -1.421 4.705 -0.1 0.2 0.1
H 4.763 0.032 4.460 -0.1 0.0 0.1
O 4.632 -0.689 5.085 0.1 -0.3 -0.2
```
Positions in Å, forces in eV/Å.

structure (SMILES)	NCCO.O.O.O
energy above the lowest of the compared OMol25 structures with the same formula, charge and spin	28.7	kcal per mole
net charge	0
HOMO-LUMO gap	10.1	eV
total energy	-439.6771	a.u.

=====

5.
Computed, not measured: 5 unconnected molecules or ions with the total composition C2H13NO4, with the ωB97M-V functional and the def2-TZVPD basis.

```
20
Properties=species:S:1:pos:R:3:forces:R:3
C -1.465 -0.239 -2.030 0.4 -0.7 -1.0
C 0.525 0.349 -0.992 0.9 -0.1 0.0
N -0.152 -0.594 -1.479 -0.8 0.9 -0.2
H -2.139 -1.039 -1.746 -0.4 0.2 0.4
H -1.467 -0.289 -3.128 0.3 0.0 0.1
H -1.816 0.755 -1.777 -0.1 0.1 0.4
H 1.451 0.093 -0.474 0.1 0.0 -0.2
H 0.330 1.416 -1.079 -0.5 0.0 0.1
H 1.352 1.007 3.246 0.2 0.1 0.3
H 0.549 0.632 2.036 -0.1 0.5 0.5
O 0.859 1.419 2.537 -0.3 -0.8 -0.6
H -0.873 -1.878 1.754 -0.9 0.5 0.8
H 0.332 -1.572 1.235 0.4 0.9 0.4
O -0.271 -1.129 1.881 0.6 -1.6 -1.3
H 0.699 4.081 0.911 0.1 0.4 -0.3
H 0.542 2.649 1.138 0.1 -0.8 0.6
O 0.715 3.254 0.423 -0.1 0.6 -0.4
H 0.308 -2.195 -1.074 -0.2 -0.3 0.4
H 0.100 -3.753 -0.931 0.3 0.5 0.4
O 0.421 -2.968 -0.451 -0.1 -0.4 -0.5
```
Positions in Å, forces in eV/Å.

structure (SMILES)	C=NC.O.O.O.O
energy above the lowest of the compared OMol25 structures with the same formula, charge and spin	27.4	kcal per mole
net charge	0
HOMO-LUMO gap	11.1	eV
total energy	-439.6791	a.u.

=====

6.
Computed, not measured: 3 unconnected molecules or ions with the total composition C2H14N10O, with the ωB97M-V functional and the def2-TZVPD basis.

```
27
Properties=species:S:1:pos:R:3:forces:R:3
C 10.572 -6.080 -0.379 -0.8 -1.2 1.1
C -5.328 3.530 0.175 -1.6 2.1 0.7
N -1.815 -0.057 1.165 -0.8 1.0 1.7
N -1.702 0.504 0.095 0.9 -1.1 -2.3
N -2.120 2.339 -1.320 -0.1 0.4 0.1
N 10.952 -4.859 -0.263 -0.3 1.2 -2.0
N 10.066 -6.669 -1.426 0.5 1.3 -1.7
N -5.474 1.193 0.173 1.5 -3.0 -2.2
N -5.730 2.400 0.699 0.9 2.6 0.5
N -1.743 1.610 -0.408 0.2 1.7 0.6
N -6.731 4.685 1.735 0.3 -0.5 0.6
N -5.780 4.688 0.668 -1.2 -1.1 2.4
O -3.404 1.959 -1.873 -0.1 -0.4 0.7
H 10.618 -6.520 0.594 0.0 -1.5 0.1
H -4.784 3.788 -0.686 1.1 -1.3 -1.3
H -1.223 -0.862 1.097 0.0 -1.2 0.0
H 11.464 -4.608 0.547 0.3 0.6 0.7
H 10.754 -4.194 -1.005 0.6 0.2 0.3
H 10.162 -6.210 -2.342 -0.2 -0.1 0.7
H 9.707 -7.594 -1.534 0.0 -0.6 0.9
H -4.599 1.152 -0.418 -1.4 0.5 0.8
H -5.536 0.337 0.729 -0.2 1.1 0.5
H -6.251 2.560 1.551 -0.4 -0.9 -0.1
H -6.340 4.314 2.629 0.1 0.5 -0.9
H -6.947 5.662 1.914 -0.3 -0.2 0.1
H -5.630 5.631 0.407 1.1 0.2 -1.2
H -3.156 1.301 -2.524 -0.1 -0.4 -0.7
```
Positions in Å, forces in eV/Å.

energy above the lowest of the compared OMol25 structures with the same formula, charge and spin	0.0	kcal per mole
net charge	+2
HOMO-LUMO gap	8.7	eV
total energy	-706.5958	a.u.

=====

no.,HOMO energy (eV)
1,-8.92
2,-9.87
3,-9.91
4,-9.42
5,-10.35
6,-13.58